Molecular formula: C19H64N6O13
Method: DFT, wB97M-V/def2-TZVPD

Bonds (Å) are listed after each position.
Atoms and positions in Å:
1 C -0.235 3.823 1.399  O2 1.430, H3 1.074, H4 1.118, H5 1.054
2 O -0.116 3.836 2.824  C1 1.430, H6 0.965
3 H 0.761 3.978 1.032  C1 1.074
4 H -0.761 4.707 0.960  C1 1.118
5 H -0.600 2.872 1.128  C1 1.054
6 H 0.334 3.036 3.125  O2 0.965
7 C -0.359 0.568 -3.536  O8 1.445, H9 1.114, H10 1.032, H11 1.119
8 O 0.923 0.981 -3.014  C7 1.445, H12 0.974
9 H -1.180 0.891 -2.856  C7 1.114
10 H -0.272 -0.460 -3.540  C7 1.032
11 H -0.652 0.933 -4.552  C7 1.119
12 H 1.072 0.392 -2.253  O8 0.974
13 C -4.282 -1.643 -3.010  O14 1.451, H15 1.095, H16 1.129, H17 1.097
14 O -3.356 -0.526 -2.999  C13 1.451, H18 0.926
15 H -5.224 -1.352 -2.535  C13 1.095
16 H -3.933 -2.553 -2.439  C13 1.129
17 H -4.422 -2.111 -3.993  C13 1.097
18 H -3.141 -0.413 -2.106  O14 0.926
19 C 2.168 2.901 -0.955  O20 1.413, H21 1.094, H22 1.055, H23 1.090
20 O 2.651 2.338 0.247  C19 1.413, H24 0.977
21 H 2.616 2.498 -1.868  C19 1.094
22 H 2.355 3.928 -0.808  C19 1.055
23 H 1.098 2.777 -1.122  C19 1.090
24 H 3.612 2.366 0.077  O20 0.977
25 C -0.077 0.527 -0.121  O26 1.406, H27 1.045, H28 1.056, H29 1.040
26 O -0.818 -0.605 -0.503  C25 1.406, H30 0.957
27 H -0.334 1.401 -0.633  C25 1.045
28 H 0.961 0.375 -0.243  C25 1.056
29 H -0.239 0.739 0.883  C25 1.040
30 H -0.365 -1.289 -0.011  O26 0.957
31 C -1.866 1.050 3.450  O32 1.430, H33 1.063, H34 1.090, H35 1.120
32 O -1.733 1.797 4.662  C31 1.430, H36 0.974
33 H -2.755 1.286 2.918  C31 1.063
34 H -1.775 -0.020 3.638  C31 1.090
35 H -1.094 1.288 2.675  C31 1.120
36 H -2.453 2.452 4.628  O32 0.974
37 C -3.517 -1.294 0.744  O38 1.394, H39 1.070, H40 1.099, H41 1.093
38 O -4.279 -0.490 -0.102  C37 1.394, H42 0.991
39 H -2.973 -0.646 1.399  C37 1.070
40 H -2.902 -1.907 0.070  C37 1.099
41 H -3.999 -1.984 1.441  C37 1.093
42 H -5.231 -0.648 0.123  O38 0.991
43 C -0.705 -3.975 -2.091  O44 1.413, N45 1.316, N46 1.261
44 O -0.595 -4.382 -0.743  C43 1.413
45 N -0.978 -2.741 -2.460  C43 1.316, H47 1.066, H48 0.979
46 N -0.669 -4.812 -3.034  C43 1.261, H49 1.023, H50 1.041
47 H -1.168 -2.034 -1.685  N45 1.066
48 H -1.254 -2.488 -3.364  N45 0.979
49 H -0.461 -5.782 -2.784  N46 1.023
50 H -1.078 -4.645 -3.976  N46 1.041
51 C 0.192 -1.965 2.002  O52 1.389, N53 1.295, N54 1.264
52 O 0.758 -0.801 2.506  C51 1.389
53 N 0.531 -2.503 0.873  C51 1.295, H55 0.995, H56 1.022
54 N -0.720 -2.598 2.604  C51 1.264, H57 1.024, H58 1.001
55 H 1.309 -2.132 0.377  N53 0.995
56 H 0.121 -3.356 0.488  N53 1.022
57 H -0.982 -2.415 3.578  N54 1.024
58 H -1.420 -3.108 2.101  N54 1.001
59 C 2.026 2.001 3.877  O60 1.378, N61 1.276, N62 1.291
60 O 3.240 2.640 4.011  C59 1.378
61 N 1.539 1.679 2.742  C59 1.276, H63 1.062, H64 1.047
62 N 1.198 1.682 4.814  C59 1.291, H65 1.012, H66 1.015
63 H 2.075 2.072 1.913  N61 1.062
64 H 1.227 0.684 2.648  N61 1.047
65 H 1.458 1.918 5.763  N62 1.012
66 H 0.227 1.452 4.624  N62 1.015
67 C 3.880 -0.601 0.764  C68 1.516, H71 1.094, H72 1.088, H73 1.124
68 C 4.567 -0.015 1.983  C67 1.516, C69 1.488, O70 1.229, H74 1.130
69 C 4.414 -0.842 3.211  C68 1.488, H75 1.103, H76 1.089, H77 1.068
70 O 5.765 0.251 1.924  C68 1.229, H78 0.978
71 H 4.019 0.058 -0.098  C67 1.094
72 H 2.807 -0.491 0.910  C67 1.088
73 H 4.179 -1.643 0.467  C67 1.124
74 H 4.130 1.021 2.094  C68 1.130
75 H 5.107 -1.698 3.273  C69 1.103
76 H 3.402 -1.241 3.257  C69 1.089
77 H 4.537 -0.289 4.117  C69 1.068
78 H 5.902 0.757 1.099  O70 0.978
79 C -4.664 2.738 -0.805  C80 1.500, H83 1.087, H84 1.102, H85 1.082
80 C -3.193 2.442 -0.801  C79 1.500, C81 1.489, O82 1.269, H86 1.107
81 C -2.350 3.624 -1.129  C80 1.489, H87 1.077, H88 1.044, H89 1.100
82 O -2.670 1.901 0.221  C80 1.269, H90 0.985
83 H -5.057 3.093 -1.754  C79 1.087
84 H -5.021 3.337 0.049  C79 1.102
85 H -5.123 1.770 -0.651  C79 1.082
86 H -2.987 1.750 -1.641  C80 1.107
87 H -2.444 4.451 -0.446  C81 1.077
88 H -2.764 4.041 -1.991  C81 1.044
89 H -1.288 3.394 -1.300  C81 1.100
90 H -3.231 1.110 0.396  O82 0.985
91 C 2.738 -3.452 -1.999  C92 1.484, H95 1.077, H96 1.046, H97 1.096
92 C 2.586 -2.007 -2.300  C91 1.484, C93 1.482, O94 1.257, H98 1.074
93 C 2.344 -1.831 -3.751  C92 1.482, H99 1.089, H100 1.072, H101 1.115
94 O 1.565 -1.529 -1.743  C92 1.257, H102 0.936
95 H 2.885 -3.625 -0.947  C91 1.077
96 H 3.469 -3.857 -2.629  C91 1.046
97 H 1.882 -4.083 -2.264  C91 1.096
98 H 3.474 -1.470 -2.025  C92 1.074
99 H 2.327 -0.794 -4.085  C93 1.089
100 H 1.383 -2.202 -4.048  C93 1.072
101 H 3.165 -2.276 -4.362  C93 1.115
102 H 0.788 -1.985 -1.999  O94 0.936

Output
- energy above the lowest of the compared OMol25 structures with the same formula, charge and spin (eV) = 3.678
- max |F| (eV Å⁻¹) = 12.22
- HOMO-LUMO gap (Ha) = 0.276

=====

Molecular formula: C19H76N38O19
Method: DFT, wB97M-V/def2-TZVPD

Bonds (Å) are listed after each position.
Atoms and positions in Å:
1 C 6.777 1.649 -1.296  O2 1.166, N3 1.311, N4 1.286
2 O 6.284 2.060 -0.323  C1 1.166
3 N 8.000 1.179 -1.292  C1 1.311, H5 1.010, H6 1.010
4 N 6.198 1.691 -2.444  C1 1.286, H7 1.010, H8 1.010
5 H 8.250 0.632 -2.104  N3 1.010
6 H 8.515 1.022 -0.437  N3 1.010
7 H 6.846 1.588 -3.211  N4 1.010
8 H 5.316 2.183 -2.410  N4 1.010
9 C 0.148 -3.512 2.159  O10 1.232, N11 1.316, N12 1.312
10 O 0.047 -3.238 0.961  C9 1.232
11 N 1.307 -3.778 2.722  C9 1.316, H13 1.010, H14 1.010
12 N -0.892 -3.457 2.956  C9 1.312, H15 1.010, H16 1.010
13 H 1.366 -3.885 3.725  N11 1.010
14 H 2.117 -3.565 2.158  N11 1.010
15 H -1.857 -3.382 2.669  N12 1.010
16 H -0.777 -3.784 3.905  N12 1.010
17 C -5.777 -4.182 -0.075  O18 1.191, N19 1.271, N20 1.279
18 O -4.815 -4.649 -0.598  C17 1.191
19 N -5.923 -3.166 0.675  C17 1.271, H21 1.010, H22 1.010
20 N -6.964 -4.628 -0.241  C17 1.279, H23 1.010, H24 1.010
21 H -6.881 -2.862 0.782  N19 1.010
22 H -5.157 -2.764 1.196  N19 1.010
23 H -7.759 -4.137 0.143  N20 1.010
24 H -7.013 -5.603 -0.498  N20 1.010
25 C 1.514 2.892 3.499  O26 1.229, N27 1.275, N28 1.323
26 O 1.073 2.945 4.645  C25 1.229
27 N 0.895 3.540 2.591  C25 1.275, H29 1.010, H30 1.010
28 N 2.669 2.364 3.127  C25 1.323, H31 1.010, H32 1.010
29 H 0.095 4.070 2.903  N27 1.010
30 H 0.971 3.290 1.615  N27 1.010
31 H 3.097 2.106 4.004  N28 1.010
32 H 3.207 2.909 2.468  N28 1.010
33 C -2.400 2.001 -3.166  O34 1.181, N35 1.261, N36 1.334
34 O -2.398 0.820 -3.196  C33 1.181
35 N -2.030 2.754 -4.107  C33 1.261, H37 1.010, H38 1.010
36 N -2.851 2.750 -2.157  C33 1.334, H39 1.010, H40 1.010
37 H -1.562 2.461 -4.952  N35 1.010
38 H -2.555 3.600 -3.943  N35 1.010
39 H -2.747 3.730 -1.935  N36 1.010
40 H -3.534 2.188 -1.670  N36 1.010
41 C 6.264 -1.985 5.827  O42 1.217, N43 1.267, N44 1.329
42 O 7.369 -1.908 6.331  C41 1.217
43 N 5.260 -1.261 6.100  C41 1.267, H45 1.010, H46 1.010
44 N 5.916 -3.021 5.069  C41 1.329, H47 1.010, H48 1.010
45 H 4.411 -1.218 5.555  N43 1.010
46 H 5.388 -0.418 6.642  N43 1.010
47 H 6.736 -3.442 4.655  N44 1.010
48 H 5.029 -3.049 4.587  N44 1.010
49 C -3.058 2.136 3.500  O50 1.191, N51 1.338, N52 1.301
50 O -3.528 3.159 3.888  C49 1.191
51 N -2.495 1.233 4.313  C49 1.338, H53 1.010, H54 1.010
52 N -2.788 1.813 2.269  C49 1.301, H55 1.010, H56 1.010
53 H -2.461 0.301 3.923  N51 1.010
54 H -2.331 1.488 5.276  N51 1.010
55 H -3.229 2.255 1.475  N52 1.010
56 H -2.389 0.897 2.126  N52 1.010
57 C 0.661 0.527 0.297  O58 1.226, N59 1.252, N60 1.318
58 O 1.418 1.302 -0.276  C57 1.226
59 N 0.819 -0.370 1.156  C57 1.252, H61 1.010, H62 1.010
60 N -0.604 0.457 -0.070  C57 1.318, H63 1.010, H64 1.010
61 H 0.008 -0.854 1.514  N59 1.010
62 H 1.690 -0.587 1.618  N59 1.010
63 H -0.905 0.995 -0.870  N60 1.010
64 H -1.265 -0.251 0.214  N60 1.010
65 C -4.807 -2.387 -3.514  O66 1.167, N67 1.297, N68 1.366
66 O -5.080 -1.971 -2.459  C65 1.167
67 N -3.949 -1.907 -4.361  C65 1.297, H69 1.010, H70 1.010
68 N -5.264 -3.584 -3.987  C65 1.366, H71 1.010, H72 1.010
69 H -3.596 -2.465 -5.125  N67 1.010
70 H -3.520 -1.054 -4.031  N67 1.010
71 H -4.456 -4.101 -4.303  N68 1.010
72 H -5.972 -4.018 -3.410  N68 1.010
73 C -4.463 0.962 -6.363  O74 1.181, N75 1.319, N76 1.283
74 O -4.974 1.883 -5.828  C73 1.181
75 N -3.367 0.380 -5.916  C73 1.319, H77 1.010, H78 1.010
76 N -4.925 0.329 -7.379  C73 1.283, H79 1.010, H80 1.010
77 H -2.903 0.786 -5.116  N75 1.010
78 H -3.230 -0.569 -6.233  N75 1.010
79 H -5.553 0.802 -8.013  N76 1.010
80 H -4.345 -0.455 -7.643  N76 1.010
81 C 0.865 -1.168 5.316  O82 1.232, N83 1.369, N84 1.275
82 O 2.066 -1.155 5.042  C81 1.232
83 N 0.291 -2.329 5.757  C81 1.369, H85 1.010, H86 1.010
84 N 0.012 -0.221 5.265  C81 1.275, H87 1.010, H88 1.010
85 H -0.618 -2.324 6.196  N83 1.010
86 H 1.038 -2.940 6.054  N83 1.010
87 H -0.887 -0.471 5.651  N84 1.010
88 H 0.184 0.708 4.909  N84 1.010
89 C 3.756 4.524 0.176  O90 1.205, N91 1.307, N92 1.229
90 O 2.748 5.180 0.249  C89 1.205
91 N 5.000 4.879 -0.005  C89 1.307, H93 1.010, H94 1.010
92 N 3.739 3.310 -0.012  C89 1.229, H95 1.010, H96 1.010
93 H 5.702 4.155 -0.062  N91 1.010
94 H 5.214 5.866 -0.016  N91 1.010
95 H 2.943 2.729 -0.232  N92 1.010
96 H 4.626 2.842 0.108  N92 1.010
97 C -0.301 -1.845 -3.892  O98 1.275, N99 1.276, N100 1.282
98 O -0.277 -2.641 -4.887  C97 1.275
99 N -0.781 -2.142 -2.748  C97 1.276, H101 1.010, H102 1.010
100 N 0.267 -0.698 -3.954  C97 1.282, H103 1.010, H104 1.010
101 H -0.822 -1.328 -2.152  N99 1.010
102 H -1.216 -3.027 -2.528  N99 1.010
103 H 0.546 -0.444 -4.890  N100 1.010
104 H 0.066 0.074 -3.333  N100 1.010
105 C 3.133 -4.363 -0.663  O106 1.231, N107 1.298, N108 1.281
106 O 4.136 -4.907 -1.124  C105 1.231
107 N 2.048 -4.895 -0.190  C105 1.298, H109 1.010, H110 1.010
108 N 2.988 -3.109 -0.439  C105 1.281, H111 1.010, H112 1.010
109 H 1.246 -4.348 0.090  N107 1.010
110 H 1.874 -5.870 -0.386  N107 1.010
111 H 2.117 -2.765 -0.060  N108 1.010
112 H 3.833 -2.594 -0.642  N108 1.010
113 C 3.594 -0.125 -3.486  O114 1.189, N115 1.323, N116 1.278
114 O 4.034 -0.186 -4.588  C113 1.189
115 N 2.951 0.920 -2.991  C113 1.323, H117 1.010, H118 1.010
116 N 3.678 -1.081 -2.642  C113 1.278, H119 1.010, H120 1.010
117 H 2.925 1.779 -3.522  N115 1.010
118 H 2.745 0.933 -2.003  N115 1.010
119 H 2.882 -1.269 -2.049  N116 1.010
120 H 4.216 -1.870 -2.971  N116 1.010
121 C -5.891 2.368 0.707  O122 1.260, N123 1.275, N124 1.302
122 O -4.885 1.728 0.297  C121 1.260
123 N -6.065 3.584 0.367  C121 1.275, H125 1.010, H126 1.010
124 N -6.883 1.969 1.450  C121 1.302, H127 1.010, H128 1.010
125 H -7.014 3.915 0.461  N123 1.010
126 H -5.377 4.053 -0.206  N123 1.010
127 H -7.435 2.787 1.668  N124 1.010
128 H -6.881 1.048 1.865  N124 1.010
129 C -2.859 -1.359 0.328  O130 1.218, N131 1.259, N132 1.247
130 O -2.271 -0.948 1.313  C129 1.218
131 N -2.419 -2.422 -0.184  C129 1.259, H133 1.010, H134 1.010
132 N -3.911 -0.878 -0.136  C129 1.247, H135 1.010, H136 1.010
133 H -1.586 -2.787 0.255  N131 1.010
134 H -2.941 -2.923 -0.888  N131 1.010
135 H -4.265 -1.250 -1.006  N132 1.010
136 H -4.121 0.044 0.218  N132 1.010
137 C -0.145 5.119 -1.478  O138 1.211, N139 1.316, N140 1.295
138 O -1.336 5.009 -1.666  C137 1.211
139 N 0.427 6.117 -0.840  C137 1.316, H141 1.010, H142 1.010
140 N 0.641 4.181 -1.901  C137 1.295, H143 1.010, H144 1.010
141 H -0.130 6.950 -0.715  N139 1.010
142 H 1.423 6.001 -0.720  N139 1.010
143 H 1.617 4.175 -1.643  N140 1.010
144 H 0.256 3.456 -2.490  N140 1.010
145 C 4.201 -1.097 2.084  O146 1.197, N147 1.305, N148 1.322
146 O 4.538 -2.218 2.331  C145 1.197
147 N 3.370 -0.330 2.736  C145 1.305, H149 1.010, H150 1.010
148 N 4.744 -0.378 1.117  C145 1.322, H151 1.010, H152 1.010
149 H 3.004 -0.739 3.584  N147 1.010
150 H 3.157 0.656 2.693  N147 1.010
151 H 4.837 0.613 1.290  N148 1.010
152 H 5.331 -0.888 0.473  N148 1.010

Output
- energy above the lowest of the compared OMol25 structures with the same formula, charge and spin (eV) = 13.355
- max |F| (eV Å⁻¹) = 10.69
- HOMO-LUMO gap (Ha) = 0.327

=====

no.,electronic energy (hartree),LUMO (eV),HOMO level (eV)
1,-2068.68425,-0.278,-7.8
2,-4280.33406,-0.244,-9.1